Entry P
Formula: C4H6OS3
Source: the Open Molecules 2025 dataset
Level of theory: ωB97M-V/def2-TZVPD

```
14
Properties=species:S:1:pos:R:3
C 1.813 -0.182 2.120
S 0.221 0.681 2.112
C -0.402 0.201 0.485
C -0.665 -1.284 0.385
S -2.118 -1.941 0.328
O 0.559 0.573 -0.512
C 0.089 0.860 -1.739
S 1.032 1.205 -2.984
H 2.375 0.254 2.958
H 2.372 0.041 1.212
H 1.699 -1.234 2.264
H -1.336 0.744 0.348
H 0.272 -1.901 0.333
H -1.030 0.813 -1.818
```

Output
Kohn-Sham gap, eV: 8.306
SMILES: CS[C@H](C=S)OC=S
Highest occupied orbital energy, Eh: -0.335
Spin multiplicity: 1


Entry Q
Formula: C4H6OS3
Source: the Open Molecules 2025 dataset
Level of theory: ωB97M-V/def2-TZVPD

```
14
Properties=species:S:1:pos:R:3
C -0.944 0.336 0.002
C -0.905 -0.870 1.000
C 1.323 -0.643 -0.401
C 0.485 0.707 -0.258
H -1.038 0.359 -2.598
H -1.596 0.987 0.583
H -0.441 -0.503 1.987
H -1.825 -1.403 1.110
H 0.612 1.353 -1.105
H 2.078 1.385 0.780
O 1.036 1.298 0.863
S -1.886 -0.448 -1.324
S 0.324 -1.880 0.395
S 2.777 -0.677 -1.034
```

Output
Kohn-Sham gap, eV: 8.583
Highest occupied orbital energy, Eh: -0.324
Spin multiplicity: 1


Verdict on stability: entry P comes out on top.


Entry P
Formula: H4OP2S
Source: the Open Molecules 2025 dataset
Level of theory: ωB97M-V/def2-TZVPD

```
8
Properties=species:S:1:pos:R:3
P 2.345 -0.050 -0.437
O 0.874 0.421 -0.151
S -0.641 -0.555 0.568
P -1.911 0.895 -0.117
H 2.655 -0.392 0.883
H 2.343 -1.301 -1.207
H -3.065 0.025 -0.550
H -2.599 0.958 1.010
```

Output
Kohn-Sham gap, eV: 7.950
SMILES: POSP
Highest occupied orbital energy, Eh: -0.324
Spin multiplicity: 1


Entry Q
Formula: H4OP2S
Source: the Open Molecules 2025 dataset
Level of theory: ωB97M-V/def2-TZVPD

```
8
Properties=species:S:1:pos:R:3
O -0.641 -0.002 -0.228
P -1.974 0.530 0.133
P 2.227 -0.791 0.334
S 1.533 0.326 -1.100
H -2.689 0.910 -0.939
H -1.634 1.858 0.485
H 1.392 -0.796 1.459
H 1.787 -2.034 -0.143
```

Output
Kohn-Sham gap (spin up / spin down), eV: 7.598 / 6.169
Highest occupied orbital energy (spin up / spin down), Eh: -0.330 / -0.304
Spin multiplicity: 1


Verdict on stability: entry P comes out on top.


Entry P
Formula: H14IO7
Source: the Open Molecules 2025 dataset
Level of theory: ωB97M-V/def2-TZVPD

```
22
Properties=species:S:1:pos:R:3
I 0.456 0.106 -0.133
O 2.191 -2.565 1.338
H 1.500 -1.972 1.043
H 2.988 -2.228 0.929
O 1.186 2.852 2.149
H 1.026 2.135 1.536
H 0.483 3.478 1.975
O -1.142 -1.865 2.483
H -1.213 -2.804 2.311
H -0.951 -1.478 1.629
O 3.445 1.294 -1.897
H 3.671 1.158 -2.817
H 2.638 0.795 -1.772
O -1.717 2.213 -2.173
H -2.291 1.597 -2.629
H -1.337 1.703 -1.458
O -2.754 0.526 1.269
H -1.920 0.139 1.003
H -2.509 1.275 1.812
O -1.639 -2.149 -2.204
H -1.001 -2.766 -2.562
H -1.109 -1.443 -1.834
```

Output
Kohn-Sham gap, eV: 8.696
Net charge: -1
Highest occupied orbital energy, Eh: -0.211
Spin multiplicity: 1


Entry Q
Formula: H14IO7
Source: the Open Molecules 2025 dataset
Level of theory: ωB97M-V/def2-TZVPD

```
22
Properties=species:S:1:pos:R:3
I -0.432 0.569 0.060
O -0.424 -0.124 -3.562
H -0.307 0.045 -2.628
H 0.094 -0.911 -3.730
O -0.303 1.644 3.335
H -0.035 1.322 2.474
H -1.002 1.050 3.607
O 1.393 -2.163 -1.331
H 0.512 -2.194 -1.705
H 1.265 -1.829 -0.443
O -2.485 -0.616 3.066
H -1.967 -0.390 2.294
H -2.142 -1.464 3.346
O 3.051 1.222 -1.298
H 2.892 2.155 -1.155
H 2.362 0.782 -0.799
O -2.801 1.491 -2.261
H -2.218 1.637 -3.006
H -2.213 1.391 -1.512
O 1.975 -1.171 1.780
H 1.424 -1.893 2.083
H 1.363 -0.551 1.385
```

Output
Kohn-Sham gap, eV: 8.659
Net charge: -1
Highest occupied orbital energy, Eh: -0.211
Spin multiplicity: 1


Verdict on stability: entry Q comes out on top.


Entry P
Formula: C4H2F2
Source: the Open Molecules 2025 dataset
Level of theory: ωB97M-V/def2-TZVPD

```
8
Properties=species:S:1:pos:R:3
C 2.006 2.165 -0.498
C 1.146 1.417 -0.255
C -0.518 0.165 0.189
C -0.517 -1.177 0.147
F -0.342 -1.866 -0.967
F -0.357 -2.043 1.194
H -0.814 0.861 1.019
H -0.604 0.478 -0.831
```

Output
Kohn-Sham gap (spin up / spin down), eV: 8.683 / 7.493
Highest occupied orbital energy (spin up / spin down), Eh: -0.396 / -0.362
Spin multiplicity: 1


Entry Q
Formula: C4H2F2
Source: the Open Molecules 2025 dataset
Level of theory: ωB97M-V/def2-TZVPD

```
8
Properties=species:S:1:pos:R:3
C -0.639 1.925 -0.226
C -0.532 0.736 -0.222
C -0.299 -0.665 -0.269
F -1.166 -1.426 -0.936
C 0.751 -1.136 0.381
F 1.670 -0.197 0.864
H -0.851 2.974 -0.048
H 1.067 -2.211 0.456
```

Output
Kohn-Sham gap, eV: 10.403
SMILES: C#C/C(F)=C\F
Highest occupied orbital energy, Eh: -0.353
Spin multiplicity: 1


Verdict on stability: entry Q comes out on top.


Entry P
Formula: H19O9
Source: the Open Molecules 2025 dataset
Level of theory: ωB97M-V/def2-TZVPD

```
28
Properties=species:S:1:pos:R:3
O 2.585 1.913 -2.641
H 0.817 3.090 -0.666
H 0.342 1.261 0.078
O 2.444 -3.258 -0.007
H -0.629 -3.929 -0.179
O -0.379 3.940 0.923
H -1.636 -1.846 0.904
H 0.141 4.077 1.716
O 0.553 -1.530 -0.607
H -0.223 4.842 0.612
H 2.317 -2.343 0.140
O -1.009 -3.561 -0.970
H 0.794 1.837 -1.691
H -0.950 -4.057 -1.765
O 0.569 2.178 -0.828
H 0.081 -0.428 0.529
H 0.013 -2.365 -0.798
O -2.871 1.424 1.767
H 2.181 1.451 -3.385
H -3.358 2.212 2.003
O -2.146 -1.675 1.665
H 0.947 -1.337 -1.465
H -3.022 0.627 2.233
O 0.173 0.513 0.878
H -2.759 -0.948 1.674
H 2.680 -3.778 0.761
H 3.527 1.775 -2.770
H -0.669 0.723 1.315
```

Output
Kohn-Sham gap, eV: 11.169
Net charge: +1
Highest occupied orbital energy, Eh: -0.516
Spin multiplicity: 1


Entry Q
Formula: H19O9
Source: the Open Molecules 2025 dataset
Level of theory: ωB97M-V/def2-TZVPD

```
28
Properties=species:S:1:pos:R:3
O 22.324 -8.782 31.356
H 22.017 -9.473 30.784
H 22.491 -9.086 32.291
H 21.789 -8.004 31.250
O 23.811 -7.449 28.851
H 22.972 -6.910 28.882
H 24.288 -6.998 28.164
O 23.449 -10.371 29.028
H 23.135 -11.037 28.358
H 23.405 -9.443 28.848
O 22.098 -8.680 34.402
H 22.433 -8.432 35.111
H 21.169 -8.581 34.217
O 20.868 -7.589 29.327
H 20.104 -6.951 29.803
H 20.449 -8.349 29.420
O 19.540 -8.933 32.479
H 19.255 -8.049 32.736
H 18.995 -9.493 31.825
O 20.964 -11.277 31.006
H 20.384 -11.790 30.529
H 21.715 -11.946 31.129
O 21.483 -6.429 32.214
H 22.040 -5.788 31.776
H 21.811 -6.421 33.150
O 23.558 -10.779 33.266
H 23.471 -10.153 34.068
H 24.490 -10.793 33.220
```

Output
Kohn-Sham gap, eV: 10.972
Net charge: +1
Highest occupied orbital energy, Eh: -0.520
Spin multiplicity: 1


Entry R
Formula: H19O9
Source: the Open Molecules 2025 dataset
Level of theory: ωB97M-V/def2-TZVPD

```
28
Properties=species:S:1:pos:R:3
O -3.737 0.190 1.265
H 0.529 -1.120 -3.050
H 1.593 -0.064 3.466
O -0.296 -1.396 0.301
H -1.606 1.420 3.189
O 1.432 0.265 -1.154
H 3.103 -2.630 -2.007
H 1.910 -0.421 -0.628
O 3.105 -1.813 -1.521
H 1.984 0.170 -1.947
H 3.631 -2.001 -0.700
O 0.010 1.780 0.355
H -0.639 1.068 0.858
H -0.480 2.209 -0.417
O -1.028 0.680 3.035
H 0.722 1.213 -0.205
H -1.717 0.006 2.895
O -1.334 2.358 -1.774
H -3.986 -0.339 0.493
H -1.238 1.896 -2.608
O -0.215 -1.757 -3.112
H -0.636 -1.629 -3.983
H -1.870 3.111 -2.029
O 2.273 -0.492 2.952
H 3.121 -0.083 2.868
H -1.112 -1.905 0.374
H -4.296 0.955 1.236
H -0.397 -0.878 -0.490
```

Output
Kohn-Sham gap, eV: 10.580
Net charge: +1
Highest occupied orbital energy, Eh: -0.506
Spin multiplicity: 1


Verdict on stability: entry R comes out on top.


Entry P
Formula: C2H4ClF
Source: the Open Molecules 2025 dataset
Level of theory: ωB97M-V/def2-TZVPD

```
8
Properties=species:S:1:pos:R:3
F 0.506 0.588 -1.737
C 0.208 -0.349 -0.699
C -0.203 0.183 0.629
Cl -0.434 1.871 0.922
H 1.060 -0.962 -0.573
H -0.537 -0.924 -1.052
H 0.501 -0.165 1.411
H -1.102 -0.242 1.100
```

Output
Kohn-Sham gap, eV: 11.466
SMILES: FCCCl
Highest occupied orbital energy, Eh: -0.389
Spin multiplicity: 1


Entry Q
Formula: C2H4ClF
Source: the Open Molecules 2025 dataset
Level of theory: ωB97M-V/def2-TZVPD

```
8
Properties=species:S:1:pos:R:3
C -0.346 0.421 0.651
C 0.454 -0.393 -0.502
F 0.387 0.321 -1.636
Cl -0.593 -1.809 -0.951
H -0.479 0.049 1.680
H -1.178 0.605 0.364
H 0.252 1.265 0.555
H 1.502 -0.458 -0.162
```

Output
Kohn-Sham gap, eV: 11.820
SMILES: C[C@H](F)Cl
Highest occupied orbital energy, Eh: -0.396
Spin multiplicity: 1


Entry R
Formula: C2H4ClF
Source: the Open Molecules 2025 dataset
Level of theory: ωB97M-V/def2-TZVPD

```
8
Properties=species:S:1:pos:R:3
F 0.602 1.610 -0.272
C 0.631 0.436 0.395
C -0.358 -0.670 -0.456
Cl -2.101 -0.336 0.180
H 1.634 0.180 0.321
H 0.320 0.703 1.447
H -0.522 -0.326 -1.531
H -0.207 -1.598 -0.085
```

Output
Kohn-Sham gap, eV: 11.634
SMILES: FCCCl
Highest occupied orbital energy, Eh: -0.391
Spin multiplicity: 1


Verdict on stability: entry P comes out on top.